(1)
Entry from the Open Molecules 2025 dataset: a structure of composition C46H76F3MnO24 in a non-equilibrium geometry (ωB97M-V/def2-TZVPD).

Output
molecular weight: 1125.0 g/mol
charge: +1
LUMO level (alpha / beta): -5.3 / -5.7 eV
DFT total energy: -137541.5225 eV
highest occupied orbital energy (alpha / beta): -0.411 / -0.411 Eh
2S+1: 6
strongest force on any atom: 2.069 eV/A

Structure (XYZ):
```
150
Properties=species:S:1:pos:R:3:forces:R:3
C -21.7914 14.4380 1.0682 -0.57 0.58 0.47
H -20.9357 14.7998 1.6395 0.23 -0.53 -0.05
C -22.4730 22.3879 -0.6086 -0.20 1.58 0.47
H -24.8590 14.2836 9.2717 0.05 0.36 0.27
H -24.4234 12.0509 6.1471 -0.07 -0.20 -0.31
H -20.5585 19.2506 5.3074 0.18 0.09 -0.04
H -28.3046 14.9838 10.8820 0.10 0.10 0.09
H -27.9283 17.1333 3.8676 -0.04 0.01 0.03
C -25.8007 14.7624 8.9767 0.11 -0.18 0.32
H -28.7586 13.4399 9.1957 -0.09 0.15 0.09
O -23.4165 19.8455 8.8471 0.07 0.02 0.28
H -20.7415 16.7864 8.2548 -0.37 0.43 -0.39
H -24.7125 19.1888 2.7188 0.06 0.11 -0.10
H -23.8664 21.5805 9.8747 0.07 -0.02 0.02
O -19.9259 13.8330 4.0414 0.23 0.54 0.45
H -22.8081 18.7139 2.8574 -0.02 0.51 0.05
C -21.9234 20.5962 0.7583 0.03 -0.14 -0.04
H -24.3174 21.9785 6.9280 0.03 0.06 -0.02
H -27.8060 15.3545 1.4148 -0.07 -0.22 0.12
H -21.3168 12.3489 1.1486 0.19 -0.02 -0.15
O -21.3294 21.2459 1.5739 -0.09 0.29 0.19
H -21.6161 23.0210 -0.3640 0.45 -0.65 -0.15
C -27.1850 10.0897 2.7644 0.03 -0.28 0.07
H -22.4209 15.2387 11.6271 -0.11 0.32 -0.05
C -21.3347 10.6796 3.9356 0.28 -0.87 0.04
H -27.7142 9.1368 2.8257 0.00 0.01 -0.14
H -28.1856 16.2838 9.6651 -0.25 -0.08 0.05
H -26.2171 19.1749 1.7587 0.28 0.13 -0.23
C -24.7239 21.5571 7.8437 -0.28 -0.09 -0.18
C -22.5944 9.7985 9.9391 -0.48 -0.44 -0.11
H -25.4772 22.2510 8.2090 0.11 0.06 0.15
C -20.4815 16.0005 11.0890 -0.56 0.05 0.16
C -26.5758 10.2845 1.3718 -0.87 -0.37 0.01
C -23.2248 12.6727 0.3963 0.57 0.32 -0.33
F -23.8208 16.8464 3.7189 -0.01 -0.11 0.01
H -26.2999 13.7559 2.4983 0.17 0.11 -0.10
H -21.7005 18.0404 9.1034 0.18 0.16 0.36
H -21.4363 19.6005 6.7539 0.18 0.42 0.33
H -22.8392 20.9235 5.5457 -0.16 0.41 -0.14
H -28.6834 14.6431 7.9665 0.34 0.32 -0.08
H -21.9565 20.6460 4.0701 0.14 0.17 -0.08
H -22.6572 12.2377 5.9100 -0.08 0.09 0.51
H -21.4824 14.2306 10.5830 0.02 0.03 0.04
C -26.7514 13.6754 8.4927 -0.24 0.87 -0.83
C -25.1457 24.0056 4.0275 0.81 0.56 0.40
H -21.3032 10.1094 3.0113 -0.06 0.17 -0.10
H -23.6168 9.2236 6.7919 -0.33 -0.33 0.33
H -20.0784 11.9864 6.2752 0.10 0.18 0.01
O -22.0632 8.5099 9.6273 -0.11 -0.07 0.37
C -23.6132 21.2796 8.8605 0.10 -0.27 -0.40
H -21.8346 23.1003 5.7113 0.13 0.14 -0.04
O -25.4110 23.0340 3.0283 -0.23 0.00 -0.27
O -19.7744 15.8272 12.0261 0.52 -0.13 0.37
H -21.6481 17.6935 2.0622 -0.46 -0.04 -0.69
H -18.5730 11.8597 5.3248 0.01 0.00 0.11
H -22.8020 7.3143 8.0960 0.21 -0.20 0.20
C -23.6703 10.0491 8.8845 1.21 0.67 -0.35
H -24.1810 23.8008 4.4978 -0.20 -0.21 0.21
C -22.6038 16.1959 5.6900 0.07 -0.45 0.99
H -22.6878 16.4256 6.7671 -0.18 -0.17 -0.03
O -19.0648 22.9581 6.2129 0.09 0.30 0.11
H -26.6696 16.5466 2.0285 0.01 -0.12 -0.22
H -23.6020 15.2509 1.9309 0.05 0.01 0.19
C -21.7631 15.2722 10.7629 0.37 -0.39 -0.51
C -20.1415 10.3508 4.8607 -0.79 0.17 -0.25
C -23.7466 17.0109 5.0550 0.44 0.01 -0.33
C -21.7536 13.0516 0.4334 0.09 0.21 0.53
C -21.2727 17.0467 9.1778 0.63 -1.32 -0.68
C -28.1361 14.2572 8.8244 -0.20 -0.86 0.50
O -23.8668 13.3360 1.3915 -0.22 -0.35 0.42
O -26.4273 15.3533 10.1068 0.07 -0.53 0.17
H -20.5091 9.7735 5.7041 0.24 -0.16 0.01
O -24.5506 18.0030 8.3510 0.11 -0.12 -0.24
H -23.6928 14.1914 7.2169 0.04 0.21 -0.04
C -21.8555 21.0043 5.0890 -0.07 -0.69 0.87
H -22.7944 14.1553 3.0363 -0.10 -0.53 -0.06
H -26.6628 13.5293 7.4127 0.08 -0.29 0.08
O -21.1838 12.0885 3.5844 -0.10 0.19 -0.20
C -21.2043 22.3821 5.1880 -0.61 -0.43 -0.30
H -22.7695 22.5984 -1.6289 -0.04 -0.34 -0.09
O -28.4066 15.1994 4.3838 -0.17 0.04 -0.37
H -27.1672 9.7680 0.6180 0.11 0.10 -0.13
O -27.5219 13.1766 4.7332 0.05 0.01 0.25
H -26.5739 12.7415 9.0211 0.02 -0.02 0.00
H -22.3789 15.1850 8.7059 0.08 0.22 -0.23
C -25.4097 21.7695 3.4283 0.16 0.25 0.03
C -20.2538 12.6567 4.2690 0.13 -0.29 0.40
H -22.6549 21.6975 8.5586 -0.04 0.20 0.19
C -25.3410 20.1785 7.5393 0.74 0.41 0.29
H -25.0156 24.9734 3.5490 -0.31 -0.15 -0.34
H -23.2352 22.7731 0.0788 -0.23 -0.37 -0.18
H -21.0053 22.7348 4.1776 0.25 0.36 0.17
C -21.9818 18.7322 2.1614 1.53 -0.51 0.29
C -24.8984 9.4562 2.6857 -0.26 -0.35 -0.28
C -28.2998 16.2341 3.3769 0.13 -0.22 -0.03
H -23.6536 12.7037 4.5972 -0.59 -0.51 -0.02
H -21.7862 10.5377 9.9125 -0.11 0.12 0.03
C -26.5319 14.6471 3.0788 -0.52 -0.42 -0.57
O -23.8828 8.8660 2.9338 0.42 0.27 0.37
H -25.9342 24.0857 4.7715 -0.06 -0.26 -0.01
C -22.9975 9.4447 7.6644 0.68 -0.56 -0.66
H -24.5836 9.5385 9.1741 -0.20 0.17 -0.20
H -25.6020 15.0280 3.4990 -0.09 0.01 0.21
O -21.3667 16.5489 5.2406 1.21 0.07 -0.40
C -27.8514 15.2786 9.9375 0.20 0.36 -0.43
C -27.5092 14.2263 4.1528 0.35 -0.08 0.23
C -23.6447 12.6546 5.6896 0.49 0.61 -0.33
H -22.2214 10.0900 7.2262 -0.19 0.47 0.45
C -25.7042 19.6189 2.6100 -0.42 -1.17 -0.09
C -24.4434 19.1961 8.2716 -0.36 0.20 -0.05
H -25.6120 11.0142 3.9515 0.00 0.09 -0.32
O -23.7798 11.9483 -0.3609 -0.32 -0.34 -0.05
F -23.5634 18.3132 5.2859 0.07 0.19 0.00
H -19.4288 9.7684 4.2848 0.33 0.12 0.26
H -21.2512 12.9432 -0.5198 -0.14 0.06 -0.12
O -20.2110 16.9223 10.1408 -0.31 0.72 0.07
H -22.3074 10.4897 4.3827 -0.06 0.44 0.01
C -19.9207 22.1753 5.9584 -0.01 -0.37 -0.29
H -22.0167 15.2607 0.3860 0.14 -0.39 -0.50
H -25.2382 19.9845 6.4753 -0.39 -0.24 -0.06
C -27.3125 15.7120 2.3145 0.41 0.83 0.36
O -19.8130 20.8663 6.3255 0.08 -0.12 0.42
O -22.7530 14.8115 5.4527 -0.05 0.27 -0.09
H -25.9730 9.4708 4.5681 -0.22 -0.38 -0.24
H -26.3706 20.0974 7.8723 -0.06 -0.24 -0.11
C -20.9210 20.0821 5.9196 -0.28 -0.30 -0.99
O -25.2070 21.3772 4.5495 -0.02 -0.05 0.09
H -25.5694 15.5617 8.2610 -0.15 -0.22 -0.27
F -24.9305 16.6682 5.5600 -0.10 -0.01 0.06
H -29.2893 16.4214 2.9699 -0.07 0.00 0.12
O -25.6511 21.0069 2.3677 -0.20 0.16 0.06
H -27.8947 10.8711 3.0200 0.13 0.13 0.15
C -22.2305 8.2291 8.2499 -0.45 0.76 -0.52
O -22.3020 19.3181 0.9177 -0.34 -0.32 -0.39
C -25.9359 10.0163 3.6270 0.25 0.69 0.58
H -24.7879 14.4301 5.8446 0.06 0.20 0.00
H -23.2988 16.3078 9.6935 0.04 0.33 -0.37
H -21.2479 8.1740 7.7763 0.01 -0.41 -0.02
C -23.7914 14.0979 6.1315 0.10 -0.69 0.27
H -26.2921 19.2993 3.4752 0.08 0.64 0.21
H -23.0643 9.7704 10.9217 0.41 -0.06 0.18
C -23.0280 14.3256 1.9865 -0.01 1.00 -0.52
C -22.2965 15.9449 9.4826 -0.49 -0.46 1.23
Mn -19.7173 15.5696 5.1041 -2.02 0.06 -0.43
O -22.3043 20.9923 -0.4485 -0.08 -0.30 0.03
H -23.7670 11.1258 8.7260 -0.65 -0.06 0.23
H -21.0768 19.2152 2.5337 -0.39 0.30 0.50
H -26.5113 11.3382 1.0963 0.46 -0.04 0.01
C -19.6534 11.7356 5.2994 -0.01 -0.21 -0.30
O -25.2961 9.6412 1.4155 0.06 0.32 0.03
```
Forces are in eV/Å.

---

(2)
Entry from the Open Molecules 2025 dataset: a structure of composition C23H26CdN8O5S3 in a non-equilibrium geometry (ωB97M-V/def2-TZVPD).

Output
molecular weight: 703.1 g/mol
LUMO level: -0.4 eV
DFT total energy: -83504.5383 eV
highest occupied orbital energy: -0.279 Eh
strongest force on any atom: 1.278 eV/A

Structure (XYZ):
```
66
Properties=species:S:1:pos:R:3:forces:R:3
H -4.0435 2.8453 4.8951 0.00 0.00 0.00
C 0.9903 -2.6927 6.6527 -0.03 -0.02 -0.01
C -1.3239 -1.2759 -4.2121 -0.01 0.00 0.03
N -0.7705 -1.1193 -1.9035 0.00 0.00 -0.02
H 0.2506 1.8892 4.1346 -0.04 -0.02 0.04
H 2.6640 -1.3579 6.5045 0.00 0.00 0.00
C -1.0771 -2.4090 -1.7487 -0.04 -0.06 0.10
H -0.9684 -3.6628 4.0560 0.00 -0.01 0.00
C 3.3854 0.4580 -2.0002 -0.03 0.01 0.05
C -3.3819 2.0117 5.1434 0.00 0.00 0.00
H -1.7568 -4.2374 -2.6387 0.00 0.00 0.00
H -3.8901 1.3753 5.8676 -0.02 0.00 0.00
C -0.9289 -2.9666 -0.3864 -0.08 -0.01 -0.08
H -3.7707 1.1477 3.1530 0.00 -0.02 0.00
O 1.9951 1.8160 0.8022 -0.38 0.00 0.29
C 0.5800 -2.0989 2.4684 0.03 -0.09 0.04
N 1.4807 -1.2419 1.8673 -0.22 0.10 0.07
C 1.7181 -1.6966 4.6040 0.00 -0.02 0.00
C -0.7346 1.2576 2.7323 -0.52 -0.87 0.77
C 4.8929 1.7796 -2.9921 0.01 0.06 -0.01
C 5.5465 -0.6199 -2.5469 0.01 -0.02 0.00
C -2.9679 1.2640 3.8771 0.02 0.00 -0.02
C 0.6999 -2.3464 3.9086 0.02 0.03 -0.06
O 1.7884 4.1758 0.2562 -0.18 -0.05 -0.22
H 2.9932 0.1102 2.1037 -0.02 0.01 0.00
H 5.2237 -1.3550 -3.2837 0.00 0.00 0.00
S 2.6773 -0.9137 -1.2832 0.02 -0.08 -0.07
H 3.5690 3.5500 -2.9527 0.01 0.01 0.00
C -0.1800 -3.1727 4.6101 -0.01 0.00 -0.01
H 1.1015 -2.8277 7.7204 0.00 0.00 0.00
H -0.6250 0.4854 -3.1616 0.00 0.00 -0.01
C -0.8900 -0.5647 -3.0997 0.00 -0.04 -0.02
N -1.2913 2.9156 4.4390 -0.05 -0.04 0.03
H 5.8378 2.0408 -3.4322 0.00 0.00 -0.01
H -1.4095 -0.7857 -5.1713 0.00 0.01 0.00
N -0.3612 -2.6872 1.7981 0.07 -0.03 -0.02
C 2.3669 -0.6362 2.5822 0.15 0.03 -0.03
H -1.9787 -3.2026 -4.8985 0.00 0.01 0.00
O 0.1231 3.1266 1.6868 -0.04 0.27 0.26
S 1.0677 2.9673 0.5869 0.70 -0.16 -0.17
C -1.5176 -3.1949 -2.8024 -0.01 0.01 0.00
S -0.0504 2.3121 -1.0406 -0.09 -0.06 0.04
H 3.2391 -0.2963 4.3834 0.02 0.00 -0.02
H -1.3640 3.9034 4.2448 0.08 0.01 -0.01
C 3.7852 2.5147 -2.7648 0.02 -0.01 0.01
C -0.0382 -3.3471 5.9698 0.03 0.02 0.01
C -1.8235 2.1332 3.3101 0.02 0.33 -0.28
H -1.2427 -3.9896 -0.1835 0.01 0.00 0.00
C -2.0414 2.5375 5.6467 -0.02 -0.01 0.02
C -1.6395 -2.6142 -4.0560 0.00 -0.01 -0.01
H -2.1154 3.3806 6.3322 -0.02 0.01 -0.01
H 6.5378 -0.2544 -2.8031 0.00 -0.01 0.00
O 0.3010 1.0955 3.5469 0.36 0.28 -0.10
H 5.5691 -1.0988 -1.5699 0.00 0.01 0.00
H -2.6011 0.2650 4.1247 0.01 0.01 0.02
N -0.4445 -2.2204 0.5131 0.11 0.12 0.05
C 1.8679 -1.8711 5.9788 0.01 0.01 -0.02
H 1.9260 1.9496 -1.8398 -0.01 0.01 0.00
H -0.7217 -3.9880 6.5094 0.00 0.00 0.00
N 2.8702 1.6834 -2.1658 0.01 -0.03 -0.02
H -1.5078 1.7343 6.1657 0.01 0.02 0.01
O -0.9424 0.4851 1.8175 -0.11 0.00 -0.34
N 2.5695 -0.8613 3.8887 -0.06 -0.01 0.02
H -2.1714 2.7781 2.5063 -0.01 0.01 0.02
Cd 0.4527 -0.0312 -0.0087 0.24 0.30 -0.36
N 4.6366 0.5042 -2.5140 0.00 0.00 0.01
```
Forces are in eV/Å.

---

(3)
Entry from the Open Molecules 2025 dataset: a structure of composition C19H23BCrN7O5S (ωB97M-V/def2-TZVPD).

Output
molecular weight: 524.3 g/mol
LUMO level (alpha / beta): -0.4 / -0.1 eV
DFT total energy: -80680.8830 eV
highest occupied orbital energy (alpha / beta): -0.316 / -0.316 Eh
2S+1: 2
strongest force on any atom: 0.257 eV/A

Structure (XYZ):
```
57
Properties=species:S:1:pos:R:3:forces:R:3
H -2.7139 -0.7078 1.4312 0.00 -0.02 0.01
H 2.6745 0.9129 2.9115 -0.01 0.00 -0.02
H 3.0230 2.1781 1.0894 0.02 0.00 0.00
C -2.7302 -2.7974 0.6272 -0.03 0.01 0.01
C -2.2744 -1.5045 0.8550 0.03 -0.01 -0.02
C -1.6168 0.4300 -3.5856 -0.01 0.00 -0.01
N 1.8380 -0.9239 0.0323 0.02 0.01 0.02
H -0.8090 0.7685 3.6493 -0.01 0.00 0.00
H 0.7591 2.4254 -0.5877 -0.01 -0.03 -0.02
N 0.7149 1.5468 2.4371 0.04 -0.03 0.07
H 2.3762 3.6718 0.4113 -0.02 -0.01 -0.02
O 1.4028 1.9007 -0.0902 0.00 -0.03 0.03
N 1.9615 0.5271 -2.4813 0.01 0.05 0.02
C -2.7833 0.6557 -1.5092 -0.01 0.02 0.00
C 1.2197 2.8739 2.0633 -0.02 -0.01 -0.03
N -0.2653 0.5856 -1.6440 -0.11 0.03 0.00
N 1.7291 -2.1188 -0.5801 -0.07 -0.03 0.01
H 2.3263 0.3425 -1.5583 0.01 -0.01 -0.03
H -1.6688 -4.3550 -0.5875 0.01 0.00 0.00
C 1.6486 0.7734 3.2541 0.03 -0.04 0.01
H 3.0020 -3.7265 -0.9888 -0.01 0.00 0.01
C -3.9891 0.4458 -3.6039 0.01 0.00 0.01
O 1.7797 -1.5466 3.8065 0.01 0.01 0.06
C 3.1055 -0.8226 0.4562 -0.04 -0.03 -0.03
O -2.6191 2.6419 2.3484 -0.04 -0.01 0.02
C -1.7451 -3.3716 -0.1558 0.00 -0.04 -0.01
H -3.6388 -3.2488 0.9834 0.00 0.00 0.00
C 0.6171 0.5012 -2.6133 -0.04 -0.03 0.00
H 3.4325 0.0412 1.0086 0.00 0.03 0.02
H -4.9039 0.6707 -1.6776 0.00 0.00 0.00
H 0.6022 -3.8156 -1.5139 0.00 0.04 0.02
C 1.2691 -0.7014 3.1128 -0.14 0.02 -0.21
C -2.8007 0.3702 -4.3046 0.00 0.00 -0.01
H 1.6106 1.0616 4.3081 0.02 0.02 0.00
Cr 0.1828 0.2426 0.6278 -0.02 0.07 0.10
N -1.1052 -1.3196 0.2431 -0.06 0.11 -0.05
O -1.3894 1.3848 0.9642 -0.02 -0.02 -0.03
C -3.9701 0.5945 -2.2191 0.01 0.00 0.00
O 0.3525 -0.8968 2.2039 0.18 -0.05 0.15
H -0.5410 2.5109 3.8698 0.05 -0.01 0.02
N -0.7787 -2.4724 -0.3674 0.09 -0.02 -0.01
H 1.7426 3.3581 2.8943 0.01 -0.01 0.01
H 4.8615 -2.1696 0.3172 0.00 -0.01 -0.01
C -1.6453 1.9658 2.0987 0.02 -0.03 -0.16
H 0.3644 3.4995 1.7985 0.00 0.00 0.00
B 0.4423 -2.6388 -1.3103 -0.05 0.02 -0.02
H -2.7892 0.2672 -5.3816 0.00 0.00 0.00
H -2.7858 0.8039 -0.4445 0.00 0.02 0.00
C -1.5759 0.5573 -2.1954 0.11 0.00 0.01
H -4.9308 0.3977 -4.1340 0.00 0.00 0.00
C 3.8304 -1.9518 0.1043 0.02 0.03 -0.01
C 2.9046 -2.7490 -0.5485 0.02 -0.03 0.00
C -0.5701 1.7004 3.1379 -0.04 0.02 0.02
H 0.2749 -2.0280 -2.3415 0.02 0.01 0.07
H 2.4935 0.1512 -3.2477 0.02 -0.01 0.01
S -0.0069 0.3924 -4.2310 0.01 -0.01 -0.02
C 2.1052 2.7149 0.8573 0.01 0.00 0.00
```
Forces are in eV/Å.